No. 1
This record from the OMol25 dataset describes a cluster of 3 separate species, C20H38N4O3S in total at a distorted geometry. The level of theory is wB97M-V/def2-TZVPD.

CARTESIAN COORDINATES (ANGSTROEM)
S  3.466  -0.317  -3.093
O  -0.789  5.108  -3.019
O  -1.931  3.258  -3.595
O  0.859  4.147  -5.279
N  0.338  3.445  -4.194
N  2.290  5.968  -4.439
N  0.387  1.573  -2.788
N  2.007  1.722  -4.334
C  -4.342  -2.877  1.350
C  -5.367  -3.125  2.456
C  -2.883  -2.904  1.808
C  3.589  3.309  -2.444
C  2.045  0.298  -4.023
C  2.270  0.389  2.362
C  -2.735  -0.452  2.492
C  1.602  5.174  -4.909
C  3.900  3.235  -3.726
C  0.693  -1.288  1.204
C  0.910  2.347  -3.818
C  -0.970  4.001  -3.504
C  -2.536  -1.906  2.911
C  -5.239  -4.502  3.102
C  1.019  0.173  1.511
C  1.778  -1.988  0.392
C  2.247  -0.318  3.717
C  0.718  0.202  -3.151
C  3.200  2.426  -4.788
C  1.119  0.161  4.627
H  -3.123  -2.111  3.810
H  -2.452  0.220  3.304
H  1.156  -0.354  5.588
H  2.799  2.748  -1.961
H  -4.559  -1.916  0.877
H  -4.475  -3.632  0.568
H  0.862  -0.298  -2.195
H  -0.244  -1.322  0.642
H  -2.117  -0.210  1.625
H  1.203  1.232  4.818
H  4.770  3.788  -4.064
H  1.935  -1.473  -0.558
H  1.797  -0.300  -4.896
H  3.021  3.074  -5.647
H  -6.368  -3.029  2.028
H  3.904  1.667  -5.139
H  1.143  0.717  0.565
H  -4.269  -4.634  3.584
H  -2.245  -2.709  0.939
H  2.398  1.464  2.524
H  -3.775  -0.242  2.239
H  -0.117  -0.282  -3.655
H  0.158  0.630  2.005
H  2.172  -1.400  3.579
H  -2.624  -3.911  2.147
H  -1.489  -2.049  3.193
H  -6.004  -4.639  3.868
H  4.158  3.968  -1.801
H  -5.362  -5.292  2.359
H  0.647  1.871  -1.861
H  1.492  -3.018  0.175
H  3.508  0.495  -2.023
H  0.137  -0.032  4.190
H  2.729  -2.019  0.924
H  0.513  -1.839  2.130
H  3.156  0.063  1.807
H  -5.289  -2.351  3.224
H  3.203  -0.140  4.216

## Properties
E_HOMO in eV: -9.355
Energy relative to the best compared isomer or geometry (same formula, charge and spin) in eV: 5.7588
Lowest unoccupied orbital energy in Eh: -0.001

=====

No. 2
This record from the OMol25 dataset describes a structure of composition C20H38O35S8 at a distorted geometry. The level of theory is wB97M-V/def2-TZVPD.

CARTESIAN COORDINATES (ANGSTROEM)
S  3.950  4.261  23.373
S  7.469  12.586  27.689
S  -3.714  2.235  20.627
S  7.996  -4.472  22.315
S  12.169  3.169  25.324
S  0.129  11.940  21.457
S  0.934  -3.124  22.844
S  9.618  3.834  32.146
O  6.921  -5.121  23.069
O  -1.817  4.470  29.471
O  1.638  -3.697  21.722
O  2.562  4.309  23.018
O  8.724  -3.410  23.365
O  -4.316  2.364  22.206
O  -0.062  10.297  21.427
O  0.841  -1.677  22.964
O  1.327  -3.839  24.302
O  1.141  12.452  20.494
O  -1.277  4.973  27.314
O  -4.745  0.978  20.288
O  9.093  3.122  33.291
O  -0.553  -3.851  22.906
O  12.238  2.607  23.961
O  11.214  3.616  31.951
O  0.815  11.858  22.932
O  9.802  5.455  32.455
O  6.314  11.947  27.004
O  -2.317  1.741  20.739
O  11.425  2.049  26.331
O  7.475  -3.261  21.347
O  4.378  5.742  23.885
O  -3.921  3.495  19.897
O  13.660  3.195  26.156
O  7.401  13.636  28.673
O  -3.139  5.587  28.041
O  9.110  -5.183  21.799
O  4.175  3.552  24.867
O  -1.215  12.602  21.507
O  4.983  3.801  22.437
O  9.041  3.591  30.850
O  8.639  12.871  26.532
O  11.518  4.462  25.600
O  8.396  11.408  28.536
C  9.521  11.825  26.375
C  12.500  1.213  26.922
C  -3.112  5.994  26.660
C  7.460  -1.930  22.003
C  9.270  10.860  27.620
C  -2.078  4.990  28.367
C  -3.417  7.520  26.715
C  11.037  5.777  32.900
C  7.969  -2.245  23.376
C  -4.719  1.027  22.533
C  -1.787  5.626  26.188
C  0.253  9.623  22.577
C  13.832  1.969  26.944
C  11.924  4.867  31.992
C  1.254  10.588  23.254
C  -4.768  0.096  21.306
C  -0.527  -5.060  23.614
C  5.237  5.565  24.979
C  0.884  -5.238  24.322
C  4.683  4.407  25.804
H  8.863  9.950  27.179
H  10.529  12.183  26.164
H  12.543  0.246  26.422
H  9.138  11.349  25.472
H  11.412  6.801  32.902
H  -1.747  4.965  25.322
H  0.561  8.641  22.219
H  1.514  -5.883  23.709
H  -5.609  -0.588  21.190
H  -3.426  7.842  25.673
H  0.982  -5.673  25.317
H  3.904  4.798  26.459
H  6.453  -1.528  21.896
H  6.274  5.389  24.694
H  8.614  -1.393  23.592
H  11.088  5.389  33.917
H  -0.716  9.505  23.061
H  10.146  10.553  28.191
H  2.248  10.391  22.854
H  8.179  -1.285  21.497
H  14.132  2.220  27.961
H  1.393  10.299  24.296
H  -3.856  -0.493  21.401
H  11.902  5.205  30.956
H  5.521  3.833  26.201
H  -4.383  7.732  27.173
H  -0.709  -5.844  22.879
H  7.157  -2.439  24.076
H  -3.824  5.287  26.235
H  -2.688  7.984  27.380
H  -1.417  -4.944  24.232
H  -5.662  0.959  23.075
H  -3.914  0.653  23.165
H  5.329  6.480  25.564
H  14.654  1.376  26.542
H  12.999  4.790  32.150
H  -1.186  6.519  26.021
H  12.133  1.061  27.937

## Properties
E_HOMO in eV: -10.543
Lowest unoccupied orbital energy in Eh: -0.007

=====

No. 3
This record from the OMol25 dataset describes a structure of composition C20H39B4ClO10S2 at a distorted geometry. The level of theory is wB97M-V/def2-TZVPD.

CARTESIAN COORDINATES (ANGSTROEM)
Cl  -3.941  -4.908  -0.973
S  1.032  -4.177  1.739
S  0.894  2.021  -3.966
O  -3.075  -2.203  6.047
O  3.736  -3.515  0.998
O  3.077  2.507  -0.794
O  -0.876  -2.477  2.867
O  -2.900  -1.537  -1.148
O  3.838  5.681  -2.044
O  1.988  0.705  -1.641
O  -1.749  -4.135  1.386
O  3.451  -2.511  -0.979
O  -2.755  -3.762  3.481
C  -2.864  -0.127  -1.410
C  -4.209  -3.418  -0.032
C  2.527  1.934  -1.720
C  -1.665  0.691  3.892
C  5.114  6.289  -1.825
C  -2.345  -0.039  5.064
C  2.616  -1.514  -1.527
C  -4.331  -3.782  1.454
C  2.981  -3.229  0.077
C  3.075  5.714  -0.832
C  2.382  2.602  -3.067
C  1.540  -3.706  0.046
C  5.027  6.997  -0.479
C  -2.125  -2.225  -2.131
C  -5.446  -2.701  -0.544
C  1.905  -0.288  0.553
C  4.039  6.110  0.274
C  -1.821  -1.215  -3.229
C  -1.770  0.091  -2.442
C  2.650  -0.217  -0.756
B  -1.980  -2.628  3.705
B  -0.682  -3.522  1.994
B  -2.906  -3.929  2.107
B  -2.463  -1.595  4.978
H  1.440  -4.582  -0.575
H  -1.932  0.978  -3.049
H  1.002  -0.873  0.412
H  5.336  6.967  -2.649
H  0.856  -2.965  -0.335
H  -2.712  -3.082  6.181
H  3.252  2.365  -3.655
H  2.471  -0.795  1.320
H  -3.843  0.176  -1.796
H  2.992  -1.315  -2.518
H  3.544  6.609  1.106
H  -2.365  1.330  3.379
H  -0.902  -1.439  -3.768
H  -2.685  -3.090  -2.490
H  2.624  4.741  -0.667
H  1.583  -1.826  -1.649
H  3.682  0.055  -0.592
H  -1.845  0.195  5.996
H  1.612  0.692  0.880
H  -5.463  -2.780  -1.620
H  4.610  7.998  -0.606
H  -3.346  0.364  5.184
H  -2.641  -1.186  -3.951
H  1.398  1.357  -5.011
H  -6.321  -3.209  -0.166
H  2.276  6.457  -0.951
H  4.549  5.225  0.661
H  -4.937  -4.667  1.585
H  2.262  3.658  -2.921
H  -0.910  1.358  4.282
H  -1.203  -2.583  -1.656
H  -4.795  -2.934  1.944
H  -3.368  -2.748  -0.128
H  5.874  5.500  -1.809
H  -0.800  0.190  -1.951
H  5.995  7.091  0.010
H  -1.160  0.041  3.193
H  -2.679  0.408  -0.480
H  -5.420  -1.660  -0.263

## Properties
E_HOMO in eV: -9.200
Lowest unoccupied orbital energy in Eh: 0.005

=====

No. 4
This record from the OMol25 dataset describes a structure of composition C20H39Cl2IrN4O7Si. The level of theory is wB97M-V/def2-TZVPD.

CARTESIAN COORDINATES (ANGSTROEM)
Ir  -0.345  -0.642  -0.319
Cl  -5.148  0.621  -2.098
Cl  -3.048  2.362  -3.164
Si  -3.010  -1.834  1.337
O  -2.376  -1.281  -3.036
O  -0.984  1.577  0.873
O  -2.151  0.152  -1.309
O  0.438  0.329  -3.055
O  2.020  1.248  1.077
O  3.357  3.732  -2.711
O  -1.395  -1.559  1.041
N  1.889  2.033  -2.836
N  0.026  -2.234  -1.955
N  1.474  -1.578  1.267
N  1.184  0.749  -0.962
C  0.918  4.326  -0.293
C  4.290  2.355  -0.295
C  0.661  -3.982  -0.309
C  -0.014  -3.672  -1.636
C  -1.111  1.819  2.058
C  -3.083  -2.828  2.921
C  -3.651  0.702  -3.058
C  2.818  2.643  -0.649
C  2.339  -2.762  1.133
C  1.970  1.487  -0.122
C  1.129  1.002  -2.311
C  -3.892  -0.207  1.576
C  2.732  2.866  -2.144
C  2.352  3.937  0.048
C  -2.610  -0.239  -2.430
C  -0.505  0.933  3.110
C  -1.879  3.027  2.507
C  -3.732  -2.834  -0.059
C  2.101  -3.463  -0.199
C  4.823  1.070  -0.916
H  -0.748  -1.984  -2.581
H  0.446  -4.242  -2.450
H  1.802  2.177  -3.833
H  1.991  -0.718  1.417
H  0.549  0.796  2.865
H  2.462  3.777  1.122
H  4.356  2.308  0.792
H  -0.612  1.344  4.111
H  -4.801  -3.000  0.095
H  -3.698  0.463  0.738
H  -1.230  3.675  3.101
H  -1.065  -3.963  -1.590
H  3.386  -2.466  1.222
H  -3.567  0.277  2.501
H  0.810  4.554  -1.356
H  -2.697  2.711  3.159
H  0.633  -5.061  -0.146
H  2.320  -2.744  -0.993
H  -2.273  3.567  1.650
H  0.809  -1.675  2.024
H  0.622  5.218  0.260
H  0.886  -1.972  -2.420
H  2.820  -4.278  -0.316
H  -3.250  -3.814  -0.106
H  -4.971  -0.361  1.651
H  -2.540  -3.770  2.817
H  -4.116  -3.066  3.189
H  -3.602  -2.345  -1.025
H  -2.643  -2.277  3.756
H  3.041  4.730  -0.248
H  -0.992  -0.043  3.059
H  0.212  3.529  -0.047
H  4.255  0.198  -0.580
H  -3.891  0.367  -4.059
H  4.777  1.104  -2.007
H  0.053  -3.530  0.478
H  4.877  3.210  -0.635
H  2.138  -3.462  1.947
H  5.864  0.910  -0.638

## Properties
E_HOMO (spin up / spin down) in eV: -7.709 / -9.563
Energy relative to the best compared isomer or geometry (same formula, charge and spin) in eV: 0.0000
Spin multiplicity: 5
Lowest unoccupied orbital energy (spin up / spin down) in Eh: 0.015 / -0.051

=====

No. 5
This record from the OMol25 dataset describes a cluster of 2 separate species, C20H39I2N3O in total at a distorted geometry. The level of theory is wB97M-V/def2-TZVPD.

CARTESIAN COORDINATES (ANGSTROEM)
I  1.176  -1.308  -1.009
I  3.632  -2.435  3.211
O  4.895  2.805  0.142
N  -3.253  -2.020  -3.294
N  3.039  2.388  1.396
N  1.004  1.073  1.320
C  1.610  -3.525  0.919
C  4.076  2.041  0.558
C  2.160  1.459  3.461
C  1.787  0.276  5.641
C  -4.867  -0.889  -4.925
C  -2.971  -3.346  -3.817
C  2.313  1.236  1.959
C  0.470  2.026  0.348
C  2.016  -2.083  0.770
C  3.289  0.062  1.556
C  1.251  0.473  4.222
C  -0.282  3.211  0.977
C  -2.321  0.184  -2.644
C  0.549  4.483  1.232
C  -0.211  0.942  4.253
C  -2.164  -1.078  -3.479
C  -4.587  -1.498  -3.546
C  2.791  -1.372  1.582
C  -2.778  -3.498  -5.330
C  3.956  0.566  0.265
H  1.730  2.467  3.570
H  -2.065  -3.699  -3.315
H  -3.154  0.801  -2.981
H  -3.715  -3.400  -5.876
H  -2.372  -4.488  -5.549
H  3.248  3.153  2.027
H  1.246  2.406  -0.333
H  1.715  -3.860  1.953
H  0.903  0.130  0.970
H  -0.722  2.849  1.914
H  -1.416  0.791  -2.717
H  1.274  -0.494  3.702
H  -1.125  3.462  0.322
H  -1.249  -1.596  -3.172
H  -0.234  1.450  -0.263
H  -2.482  -0.070  -1.595
H  -0.771  0.404  5.028
H  -4.959  -1.644  -5.704
H  -5.290  -2.313  -3.356
H  4.939  0.123  0.099
H  -3.779  -4.007  -3.490
H  -4.801  -0.741  -2.787
H  0.012  5.377  0.906
H  0.779  4.624  2.295
H  -0.273  2.016  4.470
H  1.958  1.251  6.118
H  -5.805  -0.330  -4.896
H  2.238  -4.155  0.276
H  3.161  1.477  3.914
H  1.078  -0.275  6.267
H  2.739  -0.264  5.637
H  3.336  0.451  -0.626
H  1.499  4.450  0.691
H  -2.011  -0.790  -4.532
H  -2.076  -2.761  -5.723
H  4.084  0.124  2.307
H  0.573  -3.669  0.608
H  -0.708  0.769  3.296
H  -4.082  -0.193  -5.223

## Properties
E_HOMO in eV: -8.216
SMILES string: CCCN[C@]1(CC(C)C)NC(=O)C[C@@H]1/C(I)=C(/C)I.CCN(CC)CC
Lowest unoccupied orbital energy in Eh: -0.008

=====

No. 6
This record from the OMol25 dataset describes a structure of composition C20H39N2O2OsP3 at a distorted geometry. The level of theory is wB97M-V/def2-TZVPD.

CARTESIAN COORDINATES (ANGSTROEM)
Os  -0.235  -0.277  0.107
P  -0.524  -2.706  -0.611
P  1.666  0.494  1.937
P  -0.358  1.823  -1.878
O  -2.840  -0.371  -1.521
O  -0.650  -1.868  2.679
N  -1.178  1.376  1.244
N  -3.401  1.359  2.327
C  3.707  -0.095  -0.828
C  -2.226  1.242  1.813
C  2.212  -1.252  -2.874
C  2.676  -2.033  -1.816
C  0.874  0.766  3.574
C  2.581  2.073  1.796
C  -1.809  -0.317  -0.933
C  -4.143  2.609  2.159
C  -0.451  -3.326  -2.328
C  -1.793  2.907  -1.496
C  3.246  0.694  -1.878
C  -4.002  0.413  3.277
C  0.852  3.099  -2.388
C  -0.461  -1.260  1.678
C  -0.874  1.242  -3.546
C  0.472  -3.919  0.324
C  2.478  0.114  -2.888
C  3.034  -0.608  2.492
C  -2.232  -3.199  -0.134
C  3.446  -1.465  -0.806
H  0.341  3.830  -3.031
H  -0.976  2.111  -4.209
H  -4.330  -0.500  2.776
H  -1.829  0.711  -3.489
H  0.494  -0.178  3.977
H  3.172  2.088  0.876
H  3.529  1.742  -1.931
H  1.615  1.190  4.264
H  4.314  0.360  -0.054
H  -0.896  -4.330  -2.383
H  1.689  2.653  -2.932
H  1.686  -1.706  -3.709
H  -1.532  3.556  -0.652
H  2.646  -1.620  2.647
H  -0.113  0.568  -3.950
H  0.042  1.465  3.450
H  0.209  -4.941  0.018
H  -2.962  -2.730  -0.803
H  0.291  -3.818  1.400
H  3.250  2.180  2.663
H  -3.507  3.475  2.357
H  -2.025  3.519  -2.378
H  1.864  2.900  1.782
H  3.836  -0.647  1.751
H  -2.437  -2.866  0.890
H  3.435  -0.230  3.443
H  3.877  -2.098  -0.036
H  1.233  3.600  -1.492
H  -2.671  2.306  -1.231
H  -4.525  2.721  1.141
H  -4.990  2.597  2.846
H  -4.869  0.918  3.714
H  -2.340  -4.290  -0.182
H  2.120  0.712  -3.718
H  1.536  -3.756  0.134
H  2.481  -3.099  -1.794
H  -1.018  -2.660  -2.988
H  -3.286  0.125  4.049
H  0.577  -3.375  -2.696

## Properties
E_HOMO (spin up / spin down) in eV: -18.303 / -21.125
Energy relative to the best compared isomer or geometry (same formula, charge and spin) in eV: 0.8546
Spin multiplicity: 5
Total charge: +4
Lowest unoccupied orbital energy (spin up / spin down) in Eh: -0.477 / -0.621